Here is a structure of composition C20H37FNO7PSi2Zn at a distorted geometry from the OMol25 dataset. Energies are from wB97M-V/def2-TZVPD.

Geometry (Å):
1 C -3.34 -0.06 -5.64
2 C -2.18 -1.12 -5.10
3 O -2.92 -2.20 -4.41
4 C -2.30 -2.30 -3.05
5 O -0.99 -2.64 -2.98
6 C -3.19 -2.05 -1.68
7 C -2.33 -1.00 -0.75
8 C -1.79 0.34 -1.57
9 Si -1.24 1.67 -0.25
10 O -1.51 1.15 1.40
11 Si -0.12 0.37 2.12
12 C -0.33 0.54 4.06
13 C -1.32 1.78 4.50
14 C -0.74 2.66 5.79
15 F -1.35 4.02 5.69
16 O 0.01 -1.36 1.82
17 C 1.20 -1.95 2.44
18 C 2.52 -1.85 1.41
19 C 3.84 -1.58 2.38
20 C 2.73 -3.18 0.48
21 C 3.72 -2.79 -0.79
22 C 1.29 -3.74 -0.17
23 C 0.53 2.36 -0.61
24 C 1.44 1.76 -1.88
25 C 2.91 2.52 -1.97
26 C 3.45 3.69 -0.96
27 N 2.59 4.18 0.14
28 C 1.25 3.54 0.26
29 P -2.64 3.39 -0.57
30 O -2.01 4.72 0.05
31 O -2.78 3.69 -2.31
32 O -4.20 3.13 0.17
33 H -2.86 0.83 -6.27
34 H -4.05 -0.68 -6.37
35 H -3.98 0.35 -4.74
36 H -1.47 -0.50 -4.40
37 H -1.52 -1.57 -5.97
38 H -3.22 -3.08 -1.10
39 H -4.28 -1.66 -1.89
40 H -2.98 -0.63 0.15
41 H -1.36 -1.60 -0.40
42 H -0.91 0.08 -2.33
43 H -2.65 0.80 -2.24
44 H 1.15 0.99 1.80
45 H -0.86 -0.45 4.42
46 H 0.74 0.59 4.56
47 H -1.49 2.55 3.63
48 H -2.37 1.32 4.80
49 H 0.43 2.72 5.63
50 H -1.02 2.13 6.82
51 H 1.00 -3.07 2.73
52 H 1.56 -1.41 3.43
53 H 2.43 -0.92 0.67
54 H 4.72 -1.20 1.69
55 H 4.09 -2.56 2.98
56 H 3.61 -0.71 3.14
57 H 3.29 -4.03 1.09
58 H 4.46 -3.70 -0.97
59 H 3.08 -2.65 -1.78
60 H 4.33 -1.79 -0.60
61 H 0.63 -4.20 0.69
62 H 0.80 -2.79 -0.69
63 H 1.48 -4.52 -1.03
64 H 1.09 0.90 -2.59
65 H 3.66 2.20 -2.84
66 H 4.53 4.14 -1.10
67 H 0.58 3.96 1.15
68 H -1.84 3.46 -2.63
69 H -4.89 3.24 -0.58
70 Zn 3.86 -4.21 3.13

Summary:
- gap between HOMO and LUMO (eV) = 1.81
- E_HOMO (eV) = -13.847
- net charge = +2

These are the natural (NBO) partial charges, in e, on atoms 1 to 4: number 1, C, carries -0.653; number 2, C, carries -0.085; number 3, O, carries -0.538; number 4, C, carries 0.816


Here is a structure of composition C20H37N10OZn from the OMol25 dataset. Energies are from wB97M-V/def2-TZVPD.

Geometry (Å):
1 Zn -0.01 0.55 -0.55
2 N 0.79 0.63 5.09
3 C 0.04 0.45 3.79
4 C -0.86 1.66 3.57
5 C -1.76 1.53 2.34
6 N -1.05 1.81 1.05
7 C -2.49 0.18 2.33
8 C -1.61 -1.05 2.61
9 N -0.73 -1.39 1.46
10 C -0.79 -0.83 3.88
11 H 1.40 1.46 5.07
12 H 1.36 -0.18 5.31
13 H 0.14 0.76 5.87
14 H 0.78 0.37 2.99
15 H -0.27 2.58 3.50
16 H -1.52 1.77 4.43
17 H -2.52 2.31 2.46
18 H -0.55 2.69 1.17
19 H -1.80 2.02 0.40
20 H -3.01 0.05 1.38
21 H -3.26 0.21 3.11
22 H -2.27 -1.89 2.81
23 H -1.32 -1.84 0.77
24 H -0.10 -2.13 1.77
25 H -0.15 -1.70 4.06
26 H -1.49 -0.75 4.72
27 N 1.46 0.25 -2.17
28 C 1.12 0.44 -3.60
29 C 0.72 1.88 -3.89
30 C -0.60 2.28 -3.23
31 N -0.46 2.44 -1.75
32 H 2.27 0.82 -1.97
33 H 1.75 -0.72 -2.06
34 H 0.29 -0.22 -3.85
35 H 1.97 0.17 -4.23
36 H 0.61 2.00 -4.97
37 H 1.51 2.56 -3.57
38 H -1.35 1.52 -3.42
39 H -0.95 3.22 -3.67
40 H -1.35 2.82 -1.44
41 H 0.22 3.17 -1.60
42 C -3.71 -0.85 -3.08
43 N -2.58 -1.76 -2.91
44 C -2.56 -2.94 -3.59
45 C -1.55 -3.82 -3.45
46 C -0.52 -3.48 -2.54
47 N -0.54 -2.32 -1.87
48 C -1.54 -1.45 -2.07
49 O -1.58 -0.33 -1.47
50 N 0.49 -4.32 -2.33
51 H -4.63 -1.42 -3.15
52 H -3.59 -0.25 -3.98
53 H -3.77 -0.18 -2.23
54 H -3.40 -3.12 -4.25
55 H -1.54 -4.75 -4.00
56 H 0.53 -5.20 -2.81
57 H 1.23 -4.10 -1.68
58 N 6.97 0.87 2.47
59 C 5.89 0.81 2.08
60 C 4.55 0.74 1.59
61 C 3.92 -0.49 1.39
62 C 2.64 -0.51 0.89
63 N 1.94 0.60 0.60
64 C 2.54 1.78 0.81
65 C 3.83 1.90 1.30
66 H 4.45 -1.41 1.61
67 H 2.14 -1.45 0.71
68 H 1.97 2.66 0.56
69 H 4.28 2.88 1.44

Summary:
- gap between HOMO and LUMO (eV) = 8.60
- E_HOMO (eV) = -16.883
- net charge = +3

These are the natural (NBO) partial charges, in e, on atoms 1 to 4: number 1, Zn, carries 1.689; number 2, N, carries -0.667; number 3, C, carries -0.049; number 4, C, carries -0.440


Number 1: total energy -4164.0911 hartree. Number 2: total energy -3185.6828 hartree.